1.
Entry from OMol25: 12 unconnected molecules or ions with the total composition C4H35N2O11 in a non-equilibrium geometry (ωB97M-V/def2-TZVPD).

Values from the calculation:
HOMO ... -12.66 eV
Kohn-Sham gap ... 0.3766 Eh
Total charge ... +1

Bonds (Å) are listed after each position.
Element x y z (Å)
1 C -2.56 1.12 3.00  C2 1.521, H7 1.125, H8 1.063, H9 1.031
2 C -1.47 0.06 2.84  C1 1.521, C3 1.541, N6 1.490, H10 1.149
3 C -0.97 0.21 1.39  C2 1.541, C4 1.489, H11 1.112, H12 1.100
4 C -0.05 -0.88 0.96  C3 1.489, N5 1.548, H13 1.127, H14 1.180
5 N 1.34 -0.58 1.58  C4 1.548, H15 1.060, H16 1.081, H17 1.065
6 N -0.35 -0.01 3.81  C2 1.490, H18 0.904, H19 1.010
7 H -2.25 1.92 3.73  C1 1.125
8 H -2.72 1.42 2.00  C1 1.063
9 H -3.46 0.73 3.31  C1 1.031
10 H -2.01 -0.92 3.08  C2 1.149
11 H -1.88 0.35 0.76  C3 1.112
12 H -0.54 1.21 1.33  C3 1.100
13 H 0.10 -1.01 -0.15  C4 1.127
14 H -0.43 -1.90 1.42  C4 1.180
15 H 1.88 0.14 1.01  N5 1.060
16 H 1.10 -0.17 2.55  N5 1.081
17 H 2.18 -1.22 1.69  N5 1.065
18 H -0.02 0.80 4.04  N6 0.904
19 H -0.66 -0.49 4.65  N6 1.010
20 H 1.16 -2.77 -2.96  O22 1.008
21 H 0.11 -2.27 -1.99  O22 1.057
22 O 1.17 -2.33 -2.05  H20 1.008, H21 1.057
23 H 1.72 2.11 -1.12  O25 0.921
24 H 3.07 2.60 -0.77  O25 0.953
25 O 2.27 2.24 -0.40  H23 0.921, H24 0.953
26 H -3.24 0.45 -1.61  O28 0.962
27 H -3.90 -0.43 -2.73  O28 0.979
28 O -3.74 -0.36 -1.77  H26 0.962, H27 0.979
29 H -1.86 -2.32 -3.72  O31 0.951
30 H -1.91 -1.87 -2.14  O31 0.891
31 O -1.48 -2.03 -2.90  H29 0.951, H30 0.891
32 H -3.24 -1.41 -0.74  O34 1.019
33 H -3.20 -2.81 -0.10  O34 0.987
34 O -2.58 -2.13 -0.46  H32 1.019, H33 0.987
35 H 2.20 -0.97 -2.57  O37 0.960
36 H 3.08 -0.65 -3.73  O37 0.962
37 O 2.56 -0.22 -3.04  H35 0.960, H36 0.962
38 H 1.21 3.86 1.99  O40 0.951
39 H 1.18 2.80 0.86  O40 0.891
40 O 0.82 3.07 1.63  H38 0.951, H39 0.891
41 H 2.33 2.00 1.95  O43 0.987
42 H 3.78 1.65 1.54  O43 0.984
43 O 2.99 1.27 1.99  H41 0.987, H42 0.984
44 H 1.34 2.61 -3.20  O46 0.985
45 H 1.64 1.23 -2.89  O46 1.021
46 O 0.97 1.94 -2.58  H44 0.985, H45 1.021
47 H -1.06 0.30 -3.22  O49 0.898
48 H -0.87 1.74 -2.87  O49 0.955
49 O -1.51 1.03 -2.97  H47 0.898, H48 0.955
50 H 2.26 -2.45 -0.53  O52 0.946
51 H 2.74 -3.78 -0.01  O52 0.930
52 O 2.80 -2.86 0.13  H50 0.946, H51 0.930

***

2.
Entry from OMol25: 13 unconnected molecules or ions with the total composition C4H35N2O13S in a non-equilibrium geometry (ωB97M-V/def2-TZVPD).

Values from the calculation:
HOMO ... -4.77 eV
Kohn-Sham gap ... 0.2650 Eh
Total charge ... -1

Bonds (Å) are listed after each position.
Element x y z (Å)
1 C 0.29 -0.29 -1.04  N2 1.456, C5 1.548, H9 1.097, H10 1.094
2 N 0.81 -1.30 -0.13  C1 1.456, C3 1.461, H11 1.014
3 C 2.26 -1.48 -0.12  N2 1.461, O4 1.406, H12 1.095, H13 1.095
4 O 2.82 -1.81 -1.36  C3 1.406, H44 0.985
5 C -0.33 0.87 -0.22  C1 1.548, C6 1.521, N8 1.481, H14 1.087
6 C 0.77 1.66 0.45  C5 1.521, S7 1.848, H15 1.085, H16 1.092
7 S 0.09 3.14 1.33  C6 1.848
8 N -1.16 1.69 -1.14  C5 1.481, H18 1.013, H19 1.015
9 H -0.49 -0.71 -1.70  C1 1.097
10 H 1.04 0.06 -1.75  C1 1.094
11 H 0.36 -2.20 -0.24  N2 1.014
12 H 2.46 -2.35 0.52  C3 1.095
13 H 2.75 -0.59 0.30  C3 1.095
14 H -0.96 0.43 0.54  C5 1.087
15 H 1.51 2.00 -0.26  C6 1.085
16 H 1.29 1.06 1.20  C6 1.092
17 H 4.62 0.67 -2.49  O46 0.953
18 H -2.10 1.74 -0.75  N8 1.013
19 H -0.78 2.63 -1.18  N8 1.015
20 H -2.26 -0.11 2.55  O22 1.002
21 H -1.64 -1.36 1.85  O22 0.988
22 O -2.50 -0.89 1.97  H20 1.002, H21 0.988
23 H -1.78 -4.62 -0.87  O25 0.988
24 H -0.54 -4.76 0.04  O25 0.970
25 O -0.92 -5.10 -0.79  H23 0.988, H24 0.970
26 H 0.98 0.07 5.04  O28 0.957
27 H 1.35 0.99 3.80  O28 0.998
28 O 0.80 0.23 4.12  H26 0.957, H27 0.998
29 H 1.71 2.51 -3.45  O31 0.986
30 H 2.20 3.22 -2.13  O31 0.971
31 O 2.50 2.88 -2.99  H29 0.986, H30 0.971
32 H -3.23 -2.77 -1.42  O34 0.984
33 H -3.15 -3.15 0.08  O34 0.967
34 O -3.22 -3.54 -0.80  H32 0.984, H33 0.967
35 H 0.50 -1.76 1.14  O37 0.990
36 H 0.41 -1.44 2.67  O37 0.973
37 O -0.02 -1.96 1.96  H35 0.990, H36 0.973
38 H -0.75 0.86 3.69  O40 0.979
39 H -1.43 1.85 2.76  O40 0.973
40 O -1.64 1.21 3.46  H38 0.979, H39 0.973
41 H 2.79 2.09 2.78  O43 0.965
42 H 1.48 2.91 3.02  O43 1.002
43 O 2.20 2.38 3.49  H41 0.965, H42 1.002
44 H 3.14 -1.04 -1.90  O4 0.985
45 H 3.24 1.30 -2.86  O46 0.991
46 O 3.71 0.45 -2.70  H17 0.953, H45 0.991
47 H -3.43 1.42 0.23  O49 0.969
48 H -3.14 -0.03 0.70  O49 1.000
49 O -3.52 0.50 -0.05  H47 0.969, H48 1.000
50 H -0.37 2.10 -3.16  O52 0.992
51 H 0.25 1.01 -4.00  O52 0.971
52 O 0.19 1.98 -3.96  H50 0.992, H51 0.971
53 H -3.42 -0.57 -1.46  O55 0.989
54 H -2.43 -0.90 -2.56  O55 0.977
55 O -3.29 -1.20 -2.21  H53 0.989, H54 0.977

***

3.
Entry from OMol25: 14 unconnected molecules or ions with the total composition C4H35NO15 in a non-equilibrium geometry (ωB97M-V/def2-TZVPD).

Values from the calculation:
HOMO ... -10.14 eV
Kohn-Sham gap ... 0.3799 Eh
Total charge ... 0

Bonds (Å) are listed after each position.
Element x y z (Å)
1 O -2.83 0.02 1.19  C2 1.235
2 C -2.00 0.32 0.33  O1 1.235, N3 1.370, C6 1.502
3 N -2.51 0.69 -0.90  C2 1.370, C4 1.463, H8 1.020
4 C -1.68 0.74 -2.10  N3 1.463, O5 1.405, H9 1.097, H10 1.061
5 O -1.28 -0.59 -2.33  C4 1.405, H11 0.965
6 C -0.53 0.33 0.61  C2 1.502, C7 1.531, H12 1.084, H13 1.112
7 C -0.27 0.38 2.11  C6 1.531, H14 1.106, H15 1.075, H16 1.112
8 H -3.51 0.65 -1.05  N3 1.020
9 H -2.31 1.00 -2.96  C4 1.097
10 H -0.82 1.35 -2.01  C4 1.061
11 H -0.33 -0.74 -2.35  O5 0.965
12 H -0.06 -0.56 0.18  C6 1.084
13 H -0.04 1.20 0.12  C6 1.112
14 H -0.55 -0.59 2.58  C7 1.106
15 H 0.77 0.52 2.34  C7 1.075
16 H -0.87 1.16 2.64  C7 1.112
17 H 2.09 1.52 -2.79  O19 0.961
18 H 1.61 0.29 -2.09  O19 1.004
19 O 1.59 1.29 -1.99  H17 0.961, H18 1.004
20 H -1.99 -2.64 0.08  O22 0.985
21 H -1.99 -1.87 -1.33  O22 1.021
22 O -1.89 -2.78 -0.88  H20 0.985, H21 1.021
23 H 1.15 -2.54 1.77  O25 0.959
24 H 1.43 -2.95 0.29  O25 0.994
25 O 1.84 -2.57 1.11  H23 0.959, H24 0.994
26 H 2.54 -1.36 -1.69  O28 0.991
27 H 1.25 -2.17 -1.94  O28 1.025
28 O 1.74 -1.33 -2.27  H26 0.991, H27 1.025
29 H -0.64 3.54 0.26  O31 0.989
30 H -1.56 2.76 1.27  O31 0.980
31 O -0.88 3.46 1.22  H29 0.989, H30 0.980
32 H 2.60 -1.18 1.89  O34 0.936
33 H 2.99 0.31 1.62  O34 0.984
34 O 2.84 -0.38 2.31  H32 0.936, H33 0.984
35 H -4.50 0.01 0.65  O37 0.998
36 H -5.75 -0.75 0.05  O37 0.993
37 O -5.20 0.06 -0.06  H35 0.998, H36 0.993
38 H 3.20 -1.81 0.23  O40 0.963
39 H 3.72 -0.36 -0.12  O40 0.970
40 O 3.65 -1.28 -0.44  H38 0.963, H39 0.970
41 H -2.50 -2.99 2.32  O43 0.990
42 H -2.25 -1.55 1.79  O43 0.947
43 O -1.90 -2.43 1.77  H41 0.990, H42 0.947
44 H 0.89 4.07 -0.92  O46 0.964
45 H 0.69 2.63 -1.51  O46 0.997
46 O 0.22 3.46 -1.23  H44 0.964, H45 0.997
47 H -0.44 -3.23 -1.04  O49 1.054
48 H 0.69 -4.30 -1.43  O49 0.920
49 O 0.59 -3.45 -1.10  H47 1.054, H48 0.920
50 H 2.69 2.04 0.80  O52 1.020
51 H 2.57 1.31 -0.58  O52 0.967
52 O 3.10 1.30 0.23  H50 1.020, H51 0.967
53 H 0.76 3.24 1.52  O55 1.035
54 H 2.04 3.54 2.35  O55 0.941
55 O 1.80 3.25 1.49  H53 1.035, H54 0.941

***

4.
Entry from OMol25: 14 unconnected molecules or ions with the total composition C4H35O15 in a non-equilibrium geometry (ωB97M-V/def2-TZVPD).

Values from the calculation:
HOMO ... -7.29 eV
Kohn-Sham gap ... 0.3697 Eh
Total charge ... -1

Bonds (Å) are listed after each position.
Element x y z (Å)
1 C -1.64 0.24 0.02  C2 1.526, C5 1.512, H7 1.095, H8 1.076
2 C -0.13 0.02 -0.04  C1 1.526, C3 1.503, H9 1.091, H10 1.081
3 C 0.27 -1.40 0.21  C2 1.503, O4 1.459, H11 1.087, H12 1.088
4 O 1.72 -1.52 0.11  C3 1.459, H13 0.964
5 C -2.41 -0.33 -1.15  C1 1.512, O6 1.428, H14 1.090, H15 1.085
6 O -1.88 0.08 -2.41  C5 1.428, H19 0.991
7 H -2.04 -0.19 0.95  C1 1.095
8 H -1.87 1.28 0.10  C1 1.076
9 H 0.36 0.67 0.68  C2 1.091
10 H 0.25 0.33 -1.01  C2 1.081
11 H -0.19 -2.07 -0.51  C3 1.087
12 H 0.02 -1.72 1.22  C3 1.088
13 H 1.92 -2.22 -0.52  O4 0.964
14 H -2.40 -1.42 -1.17  C5 1.090
15 H -3.45 -0.01 -1.12  C5 1.085
16 H 2.67 1.03 -1.01  O18 0.989
17 H 2.63 -0.47 -0.76  O18 0.955
18 O 3.06 0.18 -1.31  H16 0.989, H17 0.955
19 H -1.32 0.90 -2.38  O6 0.991
20 H -0.14 2.83 -3.03  O21 0.976
21 O -0.18 2.23 -2.26  H20 0.976
22 H 0.23 2.67 2.40  O24 0.984
23 H -1.18 2.90 1.78  O24 0.968
24 O -0.74 2.63 2.60  H22 0.984, H23 0.968
25 H 0.54 -3.03 -2.05  O27 0.989
26 H 0.05 -4.03 -0.98  O27 0.974
27 O 0.86 -3.63 -1.34  H25 0.989, H26 0.974
28 H 2.60 -1.07 3.12  O30 0.958
29 H 2.08 -0.80 1.68  O30 0.984
30 O 2.16 -0.41 2.58  H28 0.958, H29 0.984
31 H 1.88 2.62 0.91  O33 0.966
32 H 2.16 1.75 2.13  O33 0.963
33 O 1.87 2.63 1.87  H31 0.966, H32 0.963
34 H 0.49 -1.22 -3.36  O36 0.983
35 H -0.95 -1.30 -2.96  O36 0.995
36 O -0.18 -1.90 -3.13  H34 0.983, H35 0.995
37 H 0.76 0.95 -3.08  O39 0.969
38 H 2.06 0.19 -2.78  O39 0.981
39 O 1.36 0.29 -3.46  H37 0.969, H38 0.981
40 H 0.96 2.41 -1.38  O42 1.063
41 H 2.21 3.40 -1.02  O42 0.969
42 O 1.81 2.56 -0.75  H40 1.063, H41 0.969
43 H -1.54 -1.35 3.37  O45 1.009
44 H -3.01 -1.71 3.70  O45 0.953
45 O -2.23 -2.08 3.30  H43 1.009, H44 0.953
46 H -0.65 0.97 3.28  O48 0.989
47 H 0.46 -0.11 3.27  O48 0.981
48 O -0.46 0.05 3.57  H46 0.989, H47 0.981
49 H -2.24 -3.47 2.07  O51 0.995
50 H -3.14 -3.84 0.82  O51 0.982
51 O -2.36 -4.13 1.34  H49 0.995, H50 0.982
52 H -0.96 3.20 -1.09  O54 1.005
53 H -2.26 4.05 -0.91  O54 0.976
54 O -1.44 3.79 -0.44  H52 1.005, H53 0.976

***

5.
Entry from OMol25: 19 unconnected molecules or ions with the total composition C4H36BO26 in a non-equilibrium geometry (ωB97M-V/def2-TZVPD).

Values from the calculation:
HOMO ... -8.21 eV
Kohn-Sham gap ... 0.3566 Eh
Total charge ... -1

Bonds (Å) are listed after each position.
Element x y z (Å)
1 O -0.77 1.65 -2.84  C2 1.214
2 C -0.51 1.32 -1.70  O1 1.214, O3 1.383, C6 1.572
3 O -0.56 0.05 -1.16  C2 1.383, B4 1.440
4 B -0.35 0.15 0.26  O3 1.440, O5 1.489, O8 1.512, O12 1.474
5 O -0.07 1.57 0.60  B4 1.489, C6 1.334
6 C -0.10 2.28 -0.53  C2 1.572, O5 1.334, O7 1.224
7 O 0.19 3.45 -0.72  C6 1.224
8 O 0.83 -0.67 0.73  B4 1.512, C9 1.298
9 C 0.45 -1.65 1.48  O8 1.298, O10 1.278, C11 1.564
10 O 1.18 -2.57 2.00  C9 1.278
11 C -1.10 -1.52 1.67  C9 1.564, O12 1.352, O13 1.231
12 O -1.50 -0.43 0.99  B4 1.474, C11 1.352
13 O -1.85 -2.25 2.32  C11 1.231
14 O -0.32 -3.24 4.85  H15 0.957, H16 0.957
15 H -0.70 -2.44 4.49  O14 0.957
16 H -0.26 -3.08 5.79  O14 0.957
17 O -3.01 1.13 -5.46  H18 0.957, H19 0.957
18 H -3.37 0.25 -5.33  O17 0.957
19 H -2.46 1.28 -4.70  O17 0.957
20 O 4.01 -3.99 2.88  H21 0.957, H22 0.957
21 H 4.71 -4.01 3.53  O20 0.957
22 H 3.24 -3.68 3.36  O20 0.957
23 O 2.08 3.51 2.25  H24 0.957, H25 0.957
24 H 1.49 3.26 1.54  O23 0.957
25 H 2.05 2.76 2.85  O23 0.957
26 O -0.13 0.01 -5.43  H27 0.957, H28 0.957
27 H -0.06 -0.50 -4.62  O26 0.957
28 H 0.62 0.61 -5.39  O26 0.957
29 O -2.23 3.98 -3.99  H30 0.957, H31 0.957
30 H -2.64 3.49 -3.28  O29 0.957
31 H -1.29 3.89 -3.83  O29 0.957
32 O 3.74 -2.15 0.62  H33 0.957, H34 0.957
33 H 4.28 -2.61 1.27  O32 0.957
34 H 2.84 -2.30 0.90  O32 0.957
35 O 2.64 -4.93 -0.01  H36 0.957, H37 0.957
36 H 2.86 -4.73 0.90  O35 0.957
37 H 3.20 -5.68 -0.23  O35 0.957
38 O -0.98 1.59 3.74  H39 0.957, H40 0.957
39 H -0.06 1.38 3.55  O38 0.957
40 H -0.97 2.50 4.03  O38 0.957
41 O -0.62 -4.98 1.45  H42 0.957, H43 0.957
42 H -0.65 -4.36 2.18  O41 0.957
43 H -0.61 -5.84 1.88  O41 0.957
44 O 2.47 -1.87 4.55  H45 0.957, H46 0.957
45 H 1.74 -1.80 3.93  O44 0.957
46 H 2.20 -2.55 5.17  O44 0.957
47 O -1.17 6.18 -1.80  H48 0.957, H49 0.957
48 H -0.98 5.55 -2.50  O47 0.957
49 H -0.31 6.42 -1.45  O47 0.957
50 O -3.68 1.70 2.65  H51 0.957, H52 0.957
51 H -2.82 1.29 2.54  O50 0.957
52 H -3.71 1.95 3.57  O50 0.957
53 O -3.57 -0.81 -2.54  H54 0.957, H55 0.957
54 H -3.04 -0.75 -3.33  O53 0.957
55 H -3.15 -0.20 -1.92  O53 0.957
56 O 0.46 5.03 -3.76  H57 0.957, H58 0.957
57 H 0.58 4.80 -4.68  O56 0.957
58 H 0.86 4.31 -3.27  O56 0.957
59 O 0.52 -1.64 -3.28  H60 0.957, H61 0.957
60 H 1.33 -2.05 -3.01  O59 0.957
61 H 0.19 -1.20 -2.49  O59 0.957
62 O 2.77 4.83 -0.26  H63 0.957, H64 0.957
63 H 2.03 4.57 -0.81  O62 0.957
64 H 2.39 4.97 0.61  O62 0.957
65 O -3.13 -3.88 -0.19  H66 0.957, H67 0.957
66 H -2.42 -3.75 0.45  O65 0.957
67 H -2.75 -3.59 -1.02  O65 0.957

***

6.
Entry from OMol25: 19 unconnected molecules or ions with the total composition C4H36BO26 in a non-equilibrium geometry (ωB97M-V/def2-TZVPD).

Values from the calculation:
HOMO ... -8.36 eV
Kohn-Sham gap ... 0.3746 Eh
Total charge ... -1

Bonds (Å) are listed after each position.
Element x y z (Å)
1 O -2.21 0.29 2.17  C2 1.195
2 C -1.18 0.27 1.56  O1 1.195, O3 1.310, C6 1.545
3 O -1.06 0.06 0.27  C2 1.310, B4 1.473
4 B 0.37 -0.04 -0.07  O3 1.473, O5 1.470, O8 1.473, O12 1.460
5 O 1.10 0.29 1.17  B4 1.470, C6 1.321
6 C 0.23 0.56 2.12  C2 1.545, O5 1.321, O7 1.195
7 O 0.46 0.73 3.28  C6 1.195
8 O 0.72 0.90 -1.15  B4 1.473, C9 1.308
9 C 1.57 0.30 -1.95  O8 1.308, O10 1.195, C11 1.565
10 O 2.23 0.76 -2.83  C9 1.195
11 C 1.51 -1.23 -1.63  C9 1.565, O12 1.336, O13 1.188
12 O 0.73 -1.37 -0.55  B4 1.460, C11 1.336
13 O 1.92 -2.12 -2.30  C11 1.188
14 O -2.31 -1.78 -1.79  H15 0.964, H16 0.968
15 H -1.38 -1.89 -1.56  O14 0.964
16 H -2.44 -0.82 -1.85  O14 0.968
17 O 1.59 -1.47 4.51  H18 0.964, H19 0.967
18 H 1.09 -2.16 4.96  O17 0.964
19 H 1.04 -0.67 4.62  O17 0.967
20 O 1.14 0.92 -6.18  H21 0.963, H22 0.965
21 H 0.33 0.69 -6.66  O20 0.963
22 H 0.94 0.74 -5.26  O20 0.965
23 O -1.62 -2.47 4.55  H24 0.966, H25 0.971
24 H -1.27 -2.74 3.69  O23 0.966
25 H -2.58 -2.42 4.44  O23 0.971
26 O -0.65 -3.10 1.37  H27 0.967, H28 0.962
27 H -0.20 -2.43 0.83  O26 0.967
28 H -0.59 -3.91 0.85  O26 0.962
29 O -0.67 3.51 -1.00  H30 0.965, H31 0.964
30 H -0.43 3.65 -1.93  O29 0.965
31 H -1.47 2.96 -1.04  O29 0.964
32 O 3.76 3.03 -2.60  H33 0.964, H34 0.960
33 H 2.85 2.72 -2.69  O32 0.964
34 H 4.25 2.23 -2.39  O32 0.960
35 O 1.41 -3.98 -4.98  H36 0.961, H37 0.966
36 H 1.62 -3.45 -5.75  O35 0.961
37 H 2.01 -3.65 -4.30  O35 0.966
38 O -3.69 1.04 -1.39  H39 0.963, H40 0.969
39 H -4.42 0.50 -1.05  O38 0.963
40 H -3.38 1.53 -0.61  O38 0.969
41 O -4.15 -1.23 4.99  H42 0.962, H43 0.987
42 H -4.92 -1.77 5.18  O41 0.962
43 H -4.40 -0.71 4.20  O41 0.987
44 O 2.06 3.91 -0.17  H45 0.966, H46 0.973
45 H 2.72 3.83 -0.87  O44 0.966
46 H 1.20 3.81 -0.60  O44 0.973
47 O 1.77 2.80 5.35  H48 0.965, H49 0.962
48 H 2.69 2.50 5.33  O47 0.965
49 H 1.29 2.10 5.80  O47 0.962
50 O -4.94 0.14 2.67  H51 0.962, H52 0.977
51 H -5.46 -0.08 1.89  O50 0.962
52 H -4.04 0.28 2.34  O50 0.977
53 O 3.43 1.24 3.34  H54 0.969, H55 0.965
54 H 2.51 1.32 3.07  O53 0.969
55 H 3.51 0.32 3.61  O53 0.965
56 O 4.79 -0.07 -5.32  H57 0.967, H58 0.962
57 H 4.06 0.55 -5.19  O56 0.967
58 H 5.45 0.18 -4.67  O56 0.962
59 O -3.41 2.93 1.00  H60 0.966, H61 0.962
60 H -2.96 2.76 1.84  O59 0.966
61 H -4.11 3.56 1.22  O59 0.962
62 O 4.06 -2.61 -4.27  H63 0.975, H64 0.971
63 H 4.22 -1.91 -4.93  O62 0.975
64 H 3.57 -2.18 -3.55  O62 0.971
65 O -3.66 -2.69 0.56  H66 0.962, H67 0.962
66 H -3.51 -3.03 -0.33  O65 0.962
67 H -3.09 -1.93 0.61  O65 0.962